This record from the Open Molecules 2025 dataset describes a 2-piece molecular cluster, C5H10NO overall. The level of theory is ωB97M-V with the def2-TZVPD basis set.

Structure (XYZ):
```
17
Properties=species:S:1:pos:R:3:forces:R:3:mulliken_charge:R:1
C 2.418 -0.462 0.042 1.842 0.104 -1.567 -0.490
O 3.599 0.202 0.145 -0.515 -0.587 0.481 -0.892
C 1.252 0.463 -0.157 1.201 2.219 -0.507 -0.436
C -0.037 -0.244 -0.171 -0.716 -0.715 -0.688 -0.293
C -1.004 0.888 -0.445 -0.836 -0.769 -1.388 -0.496
C -2.939 -0.274 0.450 2.710 -1.214 -2.748 -0.363
N -2.302 0.326 -0.596 -3.297 -3.231 5.128 -0.354
H 2.105 -1.145 0.887 0.238 0.176 0.054 0.134
H 2.412 -1.144 -0.876 -0.116 -0.088 0.366 0.153
H 1.375 1.175 0.675 -0.481 -0.082 0.042 0.237
H 1.296 1.223 -1.098 0.437 -2.100 1.704 0.149
H 0.015 -1.071 -0.951 -0.453 1.071 0.656 0.182
H -0.397 -0.707 0.764 0.612 0.115 -0.131 0.307
H -0.969 1.507 0.390 0.251 1.481 1.393 0.329
H -0.714 1.389 -1.365 -0.201 0.257 0.096 0.441
H -3.299 -1.289 0.164 -1.120 1.387 -0.005 0.274
H -2.811 -0.839 2.141 0.445 1.975 -2.887 0.120
```
Forces are in eV/Å.

The spin multiplicity is 1. The value obtained for the energy relative to the best compared isomer or geometry (same formula, charge and spin) is 126.0 kcal/mol. The net charge is -1.